# 1
The following is a quantum chemistry calculation of a molecular structure, C31H51As3IrN7O9 in a non-equilibrium geometry, from OMol25.

Values from the calculation:
LUMO energy (alpha / beta) = -9.08 / -10.92 eV
ΔE to the lowest compared entry with this formula, charge and spin = 416.1 kJ/mol
Max |F| = 5.575 eV/A
Molar mass = 1082.77 g/mol
HOMO (alpha / beta) = -14.74 / -14.73 eV
Spin multiplicity = 2
Energy = -9082.837130 Eh
Charge = +3

```
102
C31H51As3IrN7O9, DFT wB97M-V/def2-TZVPD
O -2.265 -0.526 -3.499
H -6.021 -4.087 1.691
O -6.218 -2.239 0.748
C 5.508 0.468 0.380
H 4.842 -0.041 2.206
C -3.484 -0.205 -1.488
H 4.054 0.922 -4.868
C 1.627 -2.630 1.788
As 2.431 0.514 -2.979
C 5.121 1.952 0.401
C 0.174 3.679 0.109
C -2.393 -0.472 -0.762
C -0.969 4.473 0.186
C -6.424 -1.120 -1.878
As -2.082 -0.498 1.197
As -5.361 0.265 -0.988
H 1.016 1.882 3.435
C 1.402 4.156 -0.364
H 1.740 -1.915 -0.097
C 4.182 0.648 -3.823
H 3.145 2.908 4.136
C -2.477 -2.420 1.448
H 3.114 -3.102 3.277
C -4.924 -0.302 0.845
H 1.592 -3.701 1.544
Ir 2.421 0.424 0.820
H 4.793 -2.213 2.148
N 2.468 4.434 -0.693
H -5.309 0.726 -5.298
O -0.650 -1.959 -1.592
H 5.743 -2.025 0.671
H -2.597 -2.734 -1.697
C -1.055 -0.707 -1.409
H -5.936 -2.091 -1.929
H 2.100 -1.150 4.852
H 4.790 1.405 -3.325
H 6.551 0.349 0.698
H 0.760 -0.283 3.001
C -3.277 -0.139 -2.966
N 3.404 2.156 2.165
H -7.376 -1.212 -1.357
C -4.279 0.613 -4.971
H -3.716 1.519 -5.194
N 4.632 -0.319 1.253
O 2.762 0.088 -1.398
C 2.429 -1.132 3.806
C 1.472 -0.891 -3.917
H -1.416 -3.343 -2.878
H 1.727 -1.859 -3.485
H 1.462 -3.061 3.837
C -1.557 -3.030 -1.843
H -7.353 -3.896 0.511
H -2.763 -2.556 2.492
C 2.187 -2.534 3.212
H -6.631 -0.762 -2.888
H -1.301 -3.852 -1.174
C 4.790 -1.776 1.149
H 4.248 2.117 -0.243
C 4.793 2.490 1.799
H 3.725 -3.480 0.356
H 0.402 -0.722 -3.844
H -1.583 -3.011 1.255
H -5.766 4.186 0.668
C -3.837 0.361 1.259
H -3.807 -0.240 -5.458
H 2.813 2.915 1.826
H 0.585 2.177 -2.652
C 1.817 1.248 3.818
C 3.158 1.953 3.596
C 0.239 2.377 0.527
N 2.337 -1.914 0.731
H 3.497 -0.913 3.809
C -3.619 1.806 0.998
H 3.799 -2.065 -0.721
H 1.400 2.434 -4.212
H -3.282 -2.790 0.816
O -2.495 2.260 0.948
H 1.662 1.117 4.895
H -4.153 4.365 1.438
O -0.264 0.198 -1.524
C -5.407 -1.540 1.514
O -4.747 2.456 0.868
O -4.320 0.410 -3.553
H 5.482 2.076 2.538
H -7.462 -3.153 2.134
H 5.945 2.530 -0.014
C 3.661 -2.386 0.313
C -4.724 3.871 0.652
H 2.169 3.011 -2.719
N -1.908 5.129 0.259
H 5.405 0.089 -0.640
H 1.772 -0.868 -4.963
C 1.548 2.227 -3.154
H 0.600 -2.246 1.783
O -5.057 -1.814 2.632
N 0.497 1.283 0.861
H 4.688 -0.318 -3.768
N 1.746 -0.041 3.108
H 4.929 3.576 1.804
H -4.267 4.103 -0.312
C -6.797 -3.421 1.313
H 3.971 1.358 4.012
```

---

# 2
The following is a quantum chemistry calculation of a molecular structure, C31H51IO2PS2Si4Tc in a non-equilibrium geometry, from OMol25.

Values from the calculation:
LUMO energy (alpha / beta) = 4.06 / 4.06 eV
Max |F| = 1.691 eV/A
Molar mass = 888.10 g/mol
HOMO (alpha / beta) = -1.82 / -1.61 eV
Spin multiplicity = 3
Energy = -4036.729674 Eh
Charge = -2

```
93
C31H51IO2PS2Si4Tc, DFT wB97M-V/def2-TZVPD
H 3.654 -1.218 -5.466
H 1.194 5.168 -2.329
C -2.789 -5.483 -0.144
C -2.620 0.316 3.336
C -0.105 0.013 5.384
H 0.871 5.123 -0.608
H 0.052 -2.627 3.053
H -4.904 -5.599 -0.451
C 0.550 -3.013 0.435
H -0.280 -6.301 0.205
H -4.605 3.057 -2.424
H 4.122 -1.337 -3.040
H -3.434 -0.192 2.833
C -0.904 -2.169 3.284
C 0.475 4.847 -1.580
H -2.313 5.411 -0.188
H 2.552 2.771 -2.522
C -2.920 4.873 -0.907
C -0.384 -5.223 0.218
H -5.160 -3.119 -0.510
H -2.742 1.378 3.167
H 2.051 -4.918 -4.958
C -1.784 -3.233 0.021
H -2.602 5.173 -1.900
C 3.690 -0.426 -3.476
H 1.433 -2.419 0.630
Si -2.763 2.954 -0.676
H 4.403 1.413 1.158
H 3.420 -4.553 -3.902
C 1.981 0.791 6.247
H 0.470 -4.484 -3.082
H -1.056 -2.243 4.357
C 2.407 -4.953 -3.929
C -0.347 2.667 -3.521
Si 0.178 2.936 -1.701
H -0.433 5.415 -1.732
H 1.855 3.862 2.877
C -4.192 -3.570 -0.360
H -2.644 -6.556 -0.125
C 1.514 0.881 3.868
C 1.501 -4.107 -3.039
O 1.543 -2.785 -3.477
H 0.414 -0.003 7.469
H 1.680 -4.827 0.576
H -4.199 1.386 -2.077
C 1.448 3.253 2.075
C -3.090 -2.769 -0.192
I -3.343 -0.655 -0.303
C 2.003 2.380 -1.664
H -1.201 3.280 -3.797
Si -0.925 -0.317 2.617
H 1.827 -4.178 -1.993
H 2.653 0.964 7.083
C 2.348 1.121 4.958
H 2.060 1.302 -1.706
H -4.923 3.134 0.643
H 3.316 1.584 4.799
H -0.610 1.629 -3.679
H -0.711 2.574 0.559
H 0.467 2.908 -4.200
H -3.145 2.346 -3.085
H -1.669 -2.764 2.796
H 0.369 3.265 2.170
C -1.036 2.227 -0.430
C -3.781 2.378 -2.208
H 2.417 -5.984 -3.581
H 3.567 0.544 -5.380
H 4.389 2.505 2.536
C 0.696 -4.398 0.414
H -3.538 3.375 1.687
C 4.029 1.549 2.168
H -3.997 1.758 1.195
H 1.692 3.728 1.132
C 0.259 0.297 4.068
H 4.095 0.438 -2.931
C -4.039 -4.957 -0.329
H 4.467 0.763 2.776
Tc -0.657 -0.210 0.155
P 1.540 -1.509 -2.321
H 2.514 2.700 -0.761
O 2.292 -0.428 -3.342
C -1.654 -4.661 0.028
Si 2.109 1.449 2.158
C -3.917 2.784 0.859
H -3.946 5.209 -0.782
H 5.118 -0.282 -5.092
C 0.730 0.243 6.460
H -1.078 -0.411 5.582
C 4.040 -0.338 -4.955
S -0.320 -0.786 -2.416
S 1.693 0.106 0.596
H -2.727 0.135 4.398
C -0.667 -2.361 0.239
```